w.
Formula: C4H17NO3
Source: OMol25
Level of theory: ωB97M-V/def2-TZVPD

## Properties
* structure (SMILES): CC(C)CN.O.O.O
* total charge: 0
* LUMO energy: 0.5 eV
* orbital gap: 9.62 eV

Atoms and positions in Å:
C (-0.082, -1.340, -0.501)
C (-0.359, -0.500, -1.739)
C (-1.663, -1.055, -2.347)
C (-0.697, 0.961, -1.272)
N (0.279, 1.489, -0.359)
H (-0.893, -1.154, 0.191)
H (0.890, -1.071, -0.006)
H (0.096, -2.394, -0.668)
H (0.369, -0.556, -2.545)
H (-2.375, -1.180, -1.548)
H (-2.117, -0.275, -2.956)
H (-1.619, -2.022, -2.841)
H (-1.753, 0.977, -0.940)
H (-0.712, 1.555, -2.210)
H (0.827, 0.853, 0.197)
H (-0.145, 2.117, 0.312)
O (1.446, 0.408, 3.093)
H (2.209, 0.939, 3.315)
H (1.848, -0.287, 2.562)
O (-1.834, -0.139, 2.692)
H (-1.015, 0.384, 2.775)
H (-1.578, -0.985, 3.043)
O (3.066, 0.916, 0.907)
H (2.973, 0.504, 0.050)
H (2.838, 1.856, 0.796)

=====

x.
Formula: C4H17NO3
Source: OMol25
Level of theory: ωB97M-V/def2-TZVPD

## Properties
* structure (SMILES): CCN(C)C.O.O.O
* total charge: 0
* LUMO energy: 0.5 eV
* orbital gap: 8.89 eV

Atoms and positions in Å:
C (2.565, 1.224, -1.997)
C (1.121, 1.635, -1.653)
N (0.503, 0.679, -0.704)
C (-0.456, 1.387, 0.121)
C (0.127, -0.590, -1.329)
H (3.254, 1.560, -1.232)
H (2.724, 0.151, -2.045)
H (2.830, 1.706, -2.942)
H (0.582, 1.640, -2.597)
H (1.133, 2.625, -1.222)
H (-1.273, 1.860, -0.444)
H (-0.034, 2.011, 0.900)
H (-1.046, 0.626, 0.672)
H (-0.862, -0.502, -1.794)
H (0.806, -0.739, -2.165)
H (0.133, -1.333, -0.531)
O (-3.793, 0.592, -0.599)
H (-4.716, 0.878, -0.674)
H (-3.991, -0.190, -0.046)
O (0.265, -1.520, 4.357)
H (0.916, -1.823, 3.727)
H (-0.220, -0.767, 3.980)
O (0.409, -2.733, 1.138)
H (0.822, -3.109, 0.335)
H (0.335, -1.826, 0.815)

=====

Stability check: which of them is most stable? w.

=====

w.
Formula: C42H114N18O18
Source: OMol25
Level of theory: ωB97M-V/def2-TZVPD

## Properties
* structure (SMILES): COCCNCCOC.COCCNCCOC.COCCNCCOC.COCCNCCOC.COCCNCCOC.COCCNCCOC.NC(N)=O.NC(N)=O.NC(N)=O.NC(N)=O.NC(N)=O.NC(N)=O
* total charge: 0
* LUMO energy: 0.5 eV
* orbital gap: 8.37 eV

Atoms and positions in Å:
C (13.436, -24.396, -15.011)
O (12.547, -24.185, -13.891)
C (13.033, -24.114, -12.603)
C (11.979, -23.582, -11.492)
N (11.166, -24.700, -10.990)
C (9.962, -24.240, -10.201)
C (10.238, -23.396, -8.913)
O (10.230, -24.251, -7.776)
C (10.245, -23.548, -6.519)
H (14.284, -25.029, -14.749)
H (13.789, -23.457, -15.438)
H (12.838, -24.873, -15.787)
H (13.860, -23.403, -12.604)
H (13.485, -25.054, -12.285)
H (11.310, -22.890, -12.003)
H (12.394, -23.010, -10.662)
H (10.919, -25.182, -11.842)
H (9.367, -25.122, -9.966)
H (9.393, -23.582, -10.858)
H (9.407, -22.701, -8.792)
H (11.149, -22.797, -8.901)
H (9.402, -22.868, -6.397)
H (11.146, -22.965, -6.330)
H (10.136, -24.228, -5.674)
C (11.518, -21.298, -17.057)
O (10.875, -20.333, -16.163)
C (10.485, -19.119, -16.826)
C (9.167, -18.530, -16.245)
N (8.164, -19.566, -16.123)
C (7.150, -19.163, -15.120)
C (5.964, -20.048, -14.900)
O (6.393, -21.341, -14.430)
C (5.382, -22.274, -14.398)
H (10.947, -21.670, -17.907)
H (11.802, -22.174, -16.473)
H (12.513, -20.932, -17.313)
H (10.235, -19.224, -17.882)
H (11.303, -18.411, -16.696)
H (8.820, -17.630, -16.754)
H (9.472, -18.307, -15.222)
H (8.771, -20.361, -15.986)
H (6.805, -18.180, -15.441)
H (7.622, -19.126, -14.139)
H (5.351, -20.082, -15.801)
H (5.309, -19.469, -14.249)
H (4.840, -21.925, -13.519)
H (5.822, -23.270, -14.349)
H (4.626, -22.283, -15.182)
C (19.161, -22.299, -11.444)
O (18.779, -23.428, -10.777)
C (19.758, -23.918, -9.826)
C (19.484, -25.325, -9.186)
N (19.458, -26.401, -10.202)
C (19.045, -27.554, -9.414)
C (18.836, -28.855, -10.316)
O (17.853, -28.583, -11.143)
C (17.465, -29.649, -12.011)
H (19.308, -21.464, -10.758)
H (18.355, -21.872, -12.042)
H (20.033, -22.490, -12.069)
H (19.836, -23.234, -8.980)
H (20.763, -23.870, -10.245)
H (18.536, -25.327, -8.649)
H (20.228, -25.665, -8.466)
H (18.802, -26.200, -10.943)
H (18.073, -27.350, -8.966)
H (19.753, -27.797, -8.622)
H (18.620, -29.543, -9.498)
H (19.739, -29.121, -10.866)
H (16.832, -29.134, -12.734)
H (17.015, -30.488, -11.481)
H (18.337, -30.013, -12.555)
C (14.479, -13.718, -13.171)
O (14.605, -15.157, -13.191)
C (15.892, -15.703, -13.490)
C (16.194, -15.664, -15.010)
N (14.944, -15.895, -15.795)
C (14.788, -17.363, -15.966)
C (15.678, -17.965, -17.107)
O (15.291, -19.274, -17.210)
C (15.869, -20.016, -18.290)
H (14.992, -13.258, -14.016)
H (14.806, -13.338, -12.203)
H (13.413, -13.508, -13.085)
H (15.930, -16.746, -13.177)
H (16.647, -15.153, -12.928)
H (16.953, -16.404, -15.264)
H (16.553, -14.724, -15.427)
H (14.299, -15.483, -15.136)
H (13.736, -17.561, -16.171)
H (15.032, -17.891, -15.044)
H (16.709, -17.939, -16.753)
H (15.633, -17.448, -18.065)
H (15.193, -20.859, -18.432)
H (16.817, -20.388, -17.900)
H (16.040, -19.491, -19.229)
C (21.825, -24.711, -14.596)
O (20.429, -24.558, -14.769)
C (19.680, -25.171, -13.747)
C (18.258, -24.749, -14.011)
N (17.790, -24.893, -15.396)
C (16.840, -23.836, -15.920)
C (16.146, -24.266, -17.278)
O (15.265, -23.259, -17.625)
C (14.249, -23.574, -18.580)
H (22.157, -23.971, -13.868)
H (22.353, -24.508, -15.528)
H (22.022, -25.719, -14.232)
H (19.979, -24.874, -12.742)
H (19.798, -26.254, -13.773)
H (18.176, -23.717, -13.671)
H (17.664, -25.355, -13.327)
H (18.627, -24.907, -15.962)
H (17.315, -22.867, -16.075)
H (16.117, -23.832, -15.103)
H (15.666, -25.234, -17.140)
H (16.858, -24.222, -18.102)
H (14.654, -24.131, -19.425)
H (13.744, -22.621, -18.737)
H (13.512, -24.245, -18.140)
C (14.972, -17.934, -10.213)
O (16.035, -16.996, -9.930)
C (15.481, -15.728, -9.579)
C (16.593, -14.628, -9.707)
N (16.156, -13.311, -9.307)
C (17.130, -12.335, -9.669)
C (18.478, -12.314, -8.847)
O (19.304, -13.484, -8.932)
C (20.487, -13.687, -8.060)
H (14.443, -17.515, -11.069)
H (14.417, -18.030, -9.280)
H (15.180, -18.900, -10.673)
H (15.032, -15.687, -8.587)
H (14.696, -15.543, -10.312)
H (16.807, -14.619, -10.775)
H (17.466, -15.015, -9.182)
H (16.170, -13.306, -8.297)
H (16.674, -11.377, -9.422)
H (17.303, -12.395, -10.744)
H (18.338, -12.093, -7.789)
H (19.147, -11.484, -9.074)
H (20.123, -13.684, -7.033)
H (21.274, -12.949, -8.216)
H (20.808, -14.699, -8.307)
N (12.573, -20.634, -9.209)
C (13.052, -20.450, -10.397)
N (14.141, -21.166, -10.550)
O (12.622, -19.702, -11.260)
H (13.120, -21.258, -8.633)
H (11.778, -20.151, -8.817)
H (14.507, -21.725, -9.793)
H (14.614, -21.165, -11.442)
N (16.649, -20.535, -14.728)
C (15.579, -20.748, -14.031)
N (14.492, -20.699, -14.786)
O (15.576, -20.880, -12.841)
H (17.476, -20.436, -14.156)
H (16.694, -20.134, -15.654)
H (14.691, -20.740, -15.775)
H (13.574, -20.904, -14.417)
N (11.487, -18.745, -13.757)
C (11.639, -17.488, -13.682)
N (12.506, -17.198, -12.755)
O (11.046, -16.629, -14.270)
H (11.759, -19.303, -12.961)
H (10.854, -19.159, -14.427)
H (12.928, -16.281, -12.724)
H (12.971, -18.078, -12.584)
N (18.791, -16.943, -9.967)
C (19.210, -17.352, -11.140)
N (18.225, -17.824, -11.744)
O (20.324, -17.215, -11.572)
H (17.878, -17.206, -9.624)
H (19.430, -16.328, -9.484)
H (18.367, -18.261, -12.644)
H (17.289, -17.729, -11.376)
N (20.142, -17.045, -14.317)
C (19.724, -18.172, -14.743)
N (19.890, -18.255, -15.983)
O (19.200, -18.938, -13.998)
H (20.274, -17.124, -13.318)
H (20.815, -16.496, -14.832)
H (19.552, -19.068, -16.479)
H (20.214, -17.516, -16.591)
N (20.126, -21.482, -15.341)
C (19.775, -21.586, -16.609)
N (19.897, -22.830, -16.988)
O (19.391, -20.589, -17.242)
H (20.331, -22.369, -14.904)
H (20.064, -20.555, -14.946)
H (20.101, -23.496, -16.257)
H (19.671, -23.164, -17.914)

=====

x.
Formula: C42H114N18O18
Source: OMol25
Level of theory: ωB97M-V/def2-TZVPD

## Properties
* structure (SMILES): COCCNCCOC.COCCNCCOC.COCCNCCOC.COCCNCCOC.COCCNCCOC.COCCNCCOC.NC(N)=O.NC(N)=O.NC(N)=O.NC(N)=O.NC(N)=O.NC(N)=O
* total charge: 0
* LUMO energy: 0.2 eV
* orbital gap: 8.75 eV

Atoms and positions in Å:
C (20.076, 14.378, -8.194)
O (20.539, 14.309, -6.855)
C (21.561, 13.350, -6.667)
C (20.812, 12.011, -6.318)
N (20.036, 12.070, -5.050)
C (18.648, 12.477, -5.315)
C (17.875, 12.616, -3.952)
O (18.376, 13.750, -3.318)
C (18.122, 13.978, -1.966)
H (19.580, 13.467, -8.528)
H (20.868, 14.687, -8.876)
H (19.385, 15.218, -8.264)
H (22.158, 13.662, -5.810)
H (22.249, 13.206, -7.500)
H (21.531, 11.193, -6.280)
H (20.156, 11.680, -7.124)
H (20.240, 12.892, -4.500)
H (18.170, 11.631, -5.808)
H (18.540, 13.425, -5.842)
H (18.111, 11.699, -3.412)
H (16.792, 12.724, -4.016)
H (18.487, 13.243, -1.249)
H (17.059, 14.048, -1.738)
H (18.653, 14.852, -1.589)
C (13.400, 19.282, -5.748)
O (14.065, 20.440, -6.272)
C (15.358, 20.050, -6.742)
C (16.361, 19.582, -5.660)
N (16.841, 20.748, -4.859)
C (17.572, 20.281, -3.667)
C (17.950, 21.417, -2.711)
O (16.803, 22.089, -2.212)
C (17.263, 23.290, -1.553)
H (13.773, 19.085, -4.743)
H (13.496, 18.300, -6.212)
H (12.321, 19.381, -5.632)
H (15.745, 20.865, -7.353)
H (15.300, 19.231, -7.459)
H (17.231, 19.082, -6.085)
H (15.885, 18.807, -5.059)
H (16.010, 21.197, -4.501)
H (18.402, 19.692, -4.058)
H (17.012, 19.595, -3.032)
H (18.573, 22.048, -3.344)
H (18.586, 21.151, -1.866)
H (17.775, 23.993, -2.209)
H (17.914, 23.000, -0.727)
H (16.378, 23.702, -1.068)
C (10.516, 17.180, -24.485)
O (9.734, 17.996, -25.353)
C (8.709, 17.283, -26.017)
C (8.225, 18.276, -27.126)
N (7.532, 17.663, -28.248)
C (7.308, 18.628, -29.296)
C (6.574, 18.066, -30.500)
O (5.177, 17.677, -30.314)
C (4.862, 16.408, -29.916)
H (11.155, 16.539, -25.093)
H (9.821, 16.674, -23.816)
H (11.241, 17.722, -23.878)
H (7.994, 16.946, -25.267)
H (9.116, 16.370, -26.451)
H (9.040, 18.905, -27.484)
H (7.498, 18.936, -26.653)
H (8.089, 16.908, -28.621)
H (8.195, 19.100, -29.718)
H (6.822, 19.505, -28.869)
H (7.090, 17.195, -30.904)
H (6.606, 18.775, -31.326)
H (5.095, 15.727, -30.735)
H (3.789, 16.311, -29.752)
H (5.354, 15.906, -29.083)
C (19.299, 9.015, -17.103)
O (17.907, 8.584, -17.017)
C (17.633, 7.406, -17.786)
C (17.387, 7.702, -19.325)
N (15.956, 7.756, -19.753)
C (15.831, 7.984, -21.178)
C (14.345, 8.064, -21.589)
O (13.664, 6.795, -21.558)
C (14.228, 5.844, -22.383)
H (19.375, 10.092, -16.952)
H (19.653, 8.898, -18.128)
H (20.039, 8.502, -16.489)
H (16.712, 6.978, -17.392)
H (18.330, 6.586, -17.615)
H (17.734, 6.844, -19.901)
H (17.979, 8.540, -19.692)
H (15.462, 6.907, -19.520)
H (16.364, 7.165, -21.660)
H (16.502, 8.812, -21.409)
H (14.241, 8.491, -22.587)
H (13.814, 8.832, -21.026)
H (14.511, 6.286, -23.339)
H (13.483, 5.127, -22.729)
H (15.043, 5.374, -21.833)
C (22.181, 12.876, -24.974)
O (22.189, 13.190, -23.599)
C (21.469, 14.404, -23.331)
C (22.377, 15.635, -23.222)
N (23.124, 15.964, -24.391)
C (23.895, 17.170, -24.523)
C (24.571, 17.280, -25.961)
O (23.564, 17.462, -27.008)
C (24.142, 18.022, -28.195)
H (21.165, 12.761, -25.353)
H (22.660, 11.898, -25.032)
H (22.650, 13.676, -25.546)
H (20.924, 14.297, -22.393)
H (20.755, 14.606, -24.129)
H (23.078, 15.521, -22.395)
H (21.645, 16.432, -23.090)
H (22.388, 16.007, -25.081)
H (24.556, 17.179, -23.656)
H (23.238, 18.040, -24.525)
H (25.111, 16.346, -26.117)
H (25.159, 18.190, -26.081)
H (24.405, 19.058, -27.977)
H (23.387, 18.060, -28.980)
H (25.001, 17.452, -28.549)
C (19.115, 31.027, -16.899)
O (18.226, 29.924, -16.776)
C (17.717, 29.670, -15.479)
C (17.007, 28.392, -15.723)
N (17.905, 27.259, -16.043)
C (17.069, 26.208, -16.612)
C (17.922, 25.104, -17.240)
O (18.413, 25.423, -18.486)
C (18.930, 24.266, -19.192)
H (19.218, 31.421, -17.910)
H (20.149, 30.855, -16.599)
H (18.694, 31.803, -16.260)
H (17.050, 30.445, -15.099)
H (18.622, 29.518, -14.891)
H (16.354, 28.593, -16.573)
H (16.532, 28.163, -14.769)
H (18.313, 26.916, -15.185)
H (16.443, 26.540, -17.440)
H (16.417, 25.721, -15.887)
H (17.281, 24.223, -17.236)
H (18.713, 24.795, -16.556)
H (18.701, 24.383, -20.251)
H (18.393, 23.348, -18.954)
H (20.015, 24.251, -19.087)
N (10.887, 19.750, -17.021)
C (11.182, 20.707, -16.182)
N (10.458, 21.808, -16.429)
O (12.046, 20.561, -15.380)
H (11.202, 18.803, -16.863)
H (10.381, 20.102, -17.821)
H (9.930, 21.864, -17.287)
H (10.677, 22.694, -15.996)
N (11.514, 11.026, -17.665)
C (12.114, 12.176, -17.609)
N (13.345, 12.138, -18.032)
O (11.511, 13.211, -17.359)
H (10.506, 11.063, -17.619)
H (12.097, 10.302, -18.060)
H (13.942, 12.951, -17.980)
H (13.777, 11.245, -18.218)
N (19.224, 17.213, -15.547)
C (17.968, 17.280, -15.678)
N (17.608, 17.942, -14.640)
O (17.301, 16.817, -16.557)
H (19.619, 17.507, -14.665)
H (19.675, 16.649, -16.253)
H (18.359, 18.394, -14.139)
H (16.661, 18.290, -14.674)
N (14.851, 12.889, -11.915)
C (14.055, 13.517, -11.087)
N (13.280, 14.256, -11.785)
O (14.034, 13.252, -9.947)
H (15.427, 12.152, -11.532)
H (14.670, 13.029, -12.899)
H (13.372, 14.490, -12.763)
H (12.640, 14.786, -11.210)
N (19.667, 23.306, -9.297)
C (19.148, 24.519, -9.394)
N (18.152, 24.619, -8.587)
O (19.551, 25.300, -10.238)
H (19.575, 22.820, -8.417)
H (20.292, 22.943, -10.002)
H (17.687, 25.515, -8.588)
H (17.845, 23.917, -7.928)
N (23.756, 23.063, -14.253)
C (23.837, 21.776, -14.219)
N (24.692, 21.426, -15.158)
O (23.364, 21.057, -13.385)
H (23.996, 23.573, -15.091)
H (23.171, 23.525, -13.571)
H (24.942, 20.481, -15.413)
H (24.988, 22.166, -15.778)

=====

Stability check: which of them is most stable? w.

=====

w.
Formula: C9H17N4
Source: OMol25
Level of theory: ωB97M-V/def2-TZVPD

## Properties
* total charge: +1
* LUMO energy (alpha / beta): -6.1 / -4.7 eV
* orbital gap (alpha / beta): 6.39 / 9.37 eV

Atoms and positions in Å:
C (3.617, -0.315, 1.244)
C (3.700, 0.583, -0.824)
C (1.820, -0.125, 0.029)
C (-2.655, 0.087, 1.788)
C (-0.051, -1.963, -1.455)
C (-0.771, 2.228, -0.646)
C (-1.175, 0.070, 1.385)
C (-1.139, -1.535, -0.478)
C (-1.361, 0.857, -0.950)
N (4.311, 0.214, 0.272)
N (2.290, -0.511, 1.151)
N (2.378, 0.423, -0.982)
N (-0.971, -0.176, -0.024)
H (4.108, -0.611, 2.162)
H (4.255, 1.030, -1.638)
H (-2.728, 0.235, 2.861)
H (-3.181, 0.898, 1.294)
H (-3.138, -0.854, 1.536)
H (-0.179, -3.006, -1.729)
H (-0.055, -1.366, -2.362)
H (0.920, -1.843, -0.965)
H (-0.996, 2.898, -1.473)
H (-1.189, 2.665, 0.257)
H (0.311, 2.159, -0.543)
H (-0.657, -0.711, 1.946)
H (-0.724, 1.028, 1.642)
H (-1.117, -2.198, 0.388)
H (-2.112, -1.648, -0.974)
H (-1.051, 0.548, -1.951)
H (-2.459, 0.942, -0.960)

=====

x.
Formula: C9H17N4
Source: OMol25
Level of theory: ωB97M-V/def2-TZVPD

## Properties
* structure (SMILES): CC(C)=[N+](C)CCn1cnc(C)n1
* total charge: +1
* LUMO energy: -3.8 eV
* orbital gap: 9.26 eV

Atoms and positions in Å:
C (-0.155, 0.893, 1.951)
C (-0.785, 0.665, 0.587)
C (-1.208, 1.793, -0.149)
N (-1.076, -0.534, 0.180)
C (-1.850, -0.758, -1.074)
C (-0.540, -1.772, 0.712)
C (0.707, -2.228, -0.063)
N (1.571, -1.128, -0.380)
C (1.498, -0.438, -1.550)
N (2.345, 0.557, -1.434)
C (2.780, 0.528, -0.162)
C (3.729, 1.546, 0.408)
N (2.266, -0.466, 0.515)
H (-0.084, 1.915, 2.036)
H (0.707, 0.277, 1.951)
H (-0.876, 0.449, 2.710)
H (-1.693, 1.557, -1.067)
H (-0.249, 2.446, -0.327)
H (-1.852, 2.431, 0.400)
H (-2.419, -1.612, -0.842)
H (-2.605, 0.049, -1.331)
H (-1.234, -0.926, -1.913)
H (-1.302, -2.637, 0.657)
H (-0.477, -1.535, 1.841)
H (1.294, -2.977, 0.509)
H (0.401, -2.700, -1.113)
H (1.197, -0.721, -2.528)
H (4.414, 1.076, 1.156)
H (4.291, 2.123, -0.446)
H (3.128, 2.312, 0.950)

=====

Stability check: which of them is most stable? x.